Record 1
Molecular formula: C3H39NO17
Method: DFT, ωB97M-V/def2-TZVPD

## Properties
relative energy (zero: lowest compared OMol25 entry of this formula, charge and spin)	0.0	kcal/mol
frontier orbital gap	10.095	eV
energy	-1471.60586	hartree

CARTESIAN COORDINATES (ANGSTROEM)
C 0.686 0.051 -2.036
C 1.061 0.259 -3.281
C -0.918 0.816 -0.541
N -0.661 0.307 -1.665
H 1.342 -0.356 -1.265
H 0.421 0.660 -4.070
H 2.065 0.066 -3.633
H -1.952 1.006 -0.291
H -0.164 1.126 0.164
H -1.216 -0.496 2.530
H -0.821 1.000 2.927
O -0.585 0.040 3.063
H -2.026 -0.030 -2.933
H -3.321 0.283 -3.729
O -2.749 -0.443 -3.441
H 0.306 5.123 1.007
H 0.486 4.057 -0.025
O 0.349 4.164 0.960
H 0.658 -1.998 3.561
H -0.150 -2.689 2.505
O 0.701 -2.739 2.931
H 0.772 -3.299 -1.396
H 1.594 -4.500 -0.809
O 1.671 -3.561 -1.069
H -3.405 -2.867 -0.644
H -1.957 -3.421 -0.788
O -2.695 -3.384 -0.145
H -0.670 3.193 2.038
H -1.178 3.209 3.464
O -1.279 2.710 2.650
H 5.148 0.296 -0.080
H 3.776 -0.396 -0.058
O 4.311 0.226 -0.581
H 3.312 3.053 0.043
H 3.677 1.922 -0.964
O 3.383 2.865 -0.922
H -4.274 -0.992 -0.807
H -3.844 -1.296 -2.279
O -4.343 -1.665 -1.513
H 2.016 -2.353 1.780
H 2.425 -2.577 0.276
O 2.659 -2.042 1.083
H 1.104 0.283 2.490
H 2.366 -0.297 1.693
O 2.001 0.509 2.133
H 1.917 3.508 -1.431
H 0.526 3.141 -2.015
O 0.983 3.856 -1.552
H -2.806 -2.186 2.557
H -2.394 -2.402 1.040
O -2.317 -1.766 1.838
H 1.929 3.547 1.584
H 2.595 2.168 1.891
O 2.801 3.110 1.683
H -3.282 -0.467 1.089
H -4.486 0.502 1.076
O -3.828 0.100 0.498
H -1.110 -3.588 -2.959
H -1.007 -2.133 -2.373
O -0.874 -3.072 -2.167

---

Record 2
Molecular formula: C38H32IN2O7PSTl
Method: DFT, ωB97M-V/def2-TZVPD

## Properties
relative energy (zero: lowest compared OMol25 entry of this formula, charge and spin)	20.6	kcal/mol
frontier orbital gap	7.502	eV
energy	-3313.32923	hartree
charge	-1

CARTESIAN COORDINATES (ANGSTROEM)
Tl -0.765 -0.274 0.298
I 2.118 1.317 -1.273
C 1.978 1.555 -3.383
C 3.068 1.143 -4.104
C 3.181 1.452 -5.464
C 2.242 2.247 -6.054
C 1.107 2.683 -5.339
C 0.177 3.550 -5.946
C -0.915 3.988 -5.250
C -1.165 3.478 -3.974
C -0.317 2.584 -3.359
P -1.034 1.754 -1.846
C -2.560 1.230 -2.720
C -3.755 1.920 -2.864
C -4.794 1.356 -3.586
C -4.666 0.095 -4.141
C -3.476 -0.600 -3.996
C -2.430 -0.031 -3.297
C -1.290 3.279 -0.900
C -0.303 4.263 -0.909
C -0.399 5.339 -0.046
C -1.468 5.436 0.829
C -2.450 4.459 0.836
C -2.360 3.382 -0.024
C 0.907 2.253 -3.989
H 3.859 0.599 -3.613
H 4.042 1.099 -6.011
H 2.365 2.573 -7.077
H 0.350 3.856 -6.970
H -1.609 4.683 -5.699
H -2.063 3.787 -3.458
H -3.891 2.886 -2.398
H -5.718 1.903 -3.718
H -5.498 -0.358 -4.666
H -3.362 -1.589 -4.420
H -1.502 -0.577 -3.162
H 0.547 4.181 -1.576
H 0.375 6.094 -0.043
H -1.526 6.262 1.523
H -3.269 4.516 1.537
H -3.068 2.571 -0.004
O 1.996 2.478 5.014
C 2.765 1.491 4.612
O 3.779 1.184 5.199
C 2.355 0.755 3.386
C 3.052 -0.309 2.832
N 2.382 -0.708 1.746
N 1.299 0.028 1.558
C 1.238 0.918 2.531
C 0.060 1.857 2.531
O 0.017 2.753 3.385
O -0.796 1.663 1.636
H 1.185 2.635 4.413
H 3.964 -0.763 3.157
H 2.572 -1.475 1.115
O -0.646 -3.874 2.822
C -0.908 -3.096 1.918
O -0.831 -1.825 2.008
C -1.442 -3.672 0.610
C -2.475 -4.597 0.727
C -3.058 -5.180 -0.383
C -2.600 -4.846 -1.646
C -1.574 -3.937 -1.784
C -1.000 -3.334 -0.669
S 0.313 -2.190 -0.998
H -2.812 -4.839 1.724
H -3.862 -5.892 -0.263
H -3.037 -5.299 -2.525
H -1.190 -3.678 -2.759
C -5.089 0.861 0.166
C -3.909 -0.076 0.490
C -4.296 -1.503 0.067
C -3.649 -0.024 2.002
O -2.799 0.346 -0.237
H -5.973 0.528 0.704
H -5.289 0.853 -0.903
H -4.853 1.876 0.475
H -5.169 -1.857 0.612
H -3.464 -2.171 0.270
H -4.506 -1.529 -1.002
H -4.534 -0.322 2.565
H -3.343 0.983 2.280
H -2.832 -0.698 2.248

---

Record 3
Molecular formula: C4H8O2
Method: DFT, ωB97M-V/def2-TZVPD

## Properties
relative energy (zero: lowest compared OMol25 entry of this formula, charge and spin)	43.6	kcal/mol
SMILES	CC=O.CC=O
frontier orbital gap	11.050	eV
energy	-307.64290	hartree

CARTESIAN COORDINATES (ANGSTROEM)
C 1.780 5.881 -0.945
C 0.986 6.373 0.211
O -0.007 5.854 0.645
H 1.344 5.034 -1.457
H 2.810 5.608 -0.726
H 1.893 6.513 -1.835
H 1.372 7.316 0.640
C -1.611 -6.193 1.096
C -1.224 -5.861 -0.323
O -1.055 -6.710 -1.161
H -2.209 -7.116 1.052
H -2.238 -5.434 1.542
H -0.803 -6.483 1.761
H -1.040 -4.784 -0.502

---

Record 4
Molecular formula: C36H36BrCoIN5O2SeSi
Method: DFT, ωB97M-V/def2-TZVPD

## Properties
multiplicity	2
relative energy (zero: lowest compared OMol25 entry of this formula, charge and spin)	0.0	kcal/mol
frontier orbital gap (alpha / beta)	6.302 / 6.307	eV
⟨S²⟩	1.15
energy	-8763.01136	hartree
charge	+1

CARTESIAN COORDINATES (ANGSTROEM)
Co 0.550 -0.333 -0.523
C -0.843 -3.207 2.944
O -1.207 -1.811 3.147
C -0.727 -1.167 2.082
N -0.020 -1.790 1.238
C 0.140 -3.175 1.757
C 0.011 -4.258 0.705
C 1.140 -4.548 -0.062
C 1.115 -5.561 -1.008
C -0.044 -6.305 -1.197
C -1.178 -6.011 -0.454
C -1.152 -4.989 0.490
C -1.019 0.273 1.920
C -1.499 1.092 2.925
C -1.679 2.438 2.642
C -1.403 2.909 1.367
C -0.956 2.006 0.417
N -0.759 0.719 0.692
C -0.765 2.326 -1.016
N -0.271 1.491 -1.832
C -0.587 2.027 -3.193
C -1.020 3.473 -2.895
O -1.274 3.477 -1.463
C 0.485 1.854 -4.251
C 1.098 2.922 -4.899
C 2.019 2.695 -5.916
C 2.334 1.400 -6.297
C 1.719 0.329 -5.661
C 0.796 0.559 -4.655
H -1.753 -3.762 2.744
H -0.394 -3.575 3.859
H 1.162 -3.243 2.144
H 2.057 -3.987 0.092
H 2.004 -5.771 -1.592
H -0.063 -7.111 -1.922
H -2.087 -6.585 -0.597
H -2.052 -4.788 1.062
H -1.722 0.678 3.899
H -2.046 3.111 3.406
H -1.542 3.947 1.093
H -1.453 1.455 -3.534
H -1.935 3.761 -3.402
H -0.246 4.208 -3.094
H 0.860 3.947 -4.644
H 2.486 3.537 -6.413
H 3.051 1.227 -7.091
H 1.958 -0.688 -5.947
H 0.297 -0.273 -4.176
I 4.708 -2.535 3.012
C 3.592 -0.835 2.556
C 3.666 0.313 3.327
C 2.886 1.397 2.953
C 2.072 1.284 1.840
N 2.013 0.179 1.093
C 2.768 -0.863 1.445
H 4.321 0.367 4.187
H 2.912 2.320 3.519
H 1.450 2.118 1.528
H 2.719 -1.733 0.805
C 5.072 0.643 -0.368
Si 4.380 0.084 -2.012
C 4.118 1.552 -3.132
C 5.534 -1.165 -2.769
Se 2.363 -1.016 -1.902
H 5.971 1.249 -0.543
H 5.366 -0.214 0.246
H 4.362 1.256 0.192
H 5.072 1.966 -3.484
H 3.572 2.345 -2.610
H 3.529 1.250 -4.001
H 6.531 -0.731 -2.906
H 5.164 -1.490 -3.745
H 5.627 -2.046 -2.129
Br -4.149 -4.077 -3.676
C -2.834 -3.015 -2.853
C -3.196 -2.070 -1.906
C -2.190 -1.326 -1.323
N -0.895 -1.479 -1.617
C -0.565 -2.396 -2.529
C -1.503 -3.181 -3.180
H -4.231 -1.918 -1.631
H -2.435 -0.564 -0.590
H 0.492 -2.503 -2.750
H -1.191 -3.908 -3.918

---

Record 5
Molecular formula: C15H30CdClN2O4S4
Method: DFT, ωB97M-V/def2-TZVPD

## Properties
relative energy (zero: lowest compared OMol25 entry of this formula, charge and spin)	0.0	kcal/mol
frontier orbital gap	4.875	eV
energy	-3220.27840	hartree
charge	+1

CARTESIAN COORDINATES (ANGSTROEM)
C -4.954 2.637 -1.787
C -3.745 2.973 -0.906
C -2.799 1.786 -0.866
C -1.502 2.047 -0.102
N -0.429 2.592 -0.956
C 0.672 3.248 -0.177
C 1.967 2.490 -0.015
C 1.761 1.173 0.735
C 2.035 1.191 2.234
S 0.976 0.064 3.168
O 0.270 0.923 4.064
O 0.146 -0.667 2.210
N 1.919 -0.966 4.016
S 2.627 -1.987 3.081
O 3.489 -2.854 3.812
O 3.383 -1.352 1.913
C 1.408 -3.128 2.281
C 0.794 -4.237 3.175
C -0.630 -4.529 2.687
Cl 0.711 -3.798 4.878
C -0.038 1.762 -1.981
S 0.764 2.293 -3.293
S -0.491 0.003 -1.951
C 1.042 -0.773 -2.496
C 1.079 -1.334 -3.936
C -0.289 -1.581 -4.558
H -5.339 1.662 -1.490
H -5.741 3.374 -1.685
H -4.634 2.548 -2.822
H -4.114 3.196 0.093
H -3.252 3.848 -1.326
H -2.617 1.404 -1.870
H -3.307 0.975 -0.342
H -1.216 1.155 0.463
H -1.722 2.810 0.641
H 0.261 3.540 0.783
H 0.910 4.180 -0.687
H 2.491 2.330 -0.951
H 2.640 3.108 0.580
H 2.497 0.466 0.267
H 0.767 0.789 0.518
H 3.093 1.029 2.407
H 1.807 2.171 2.642
H 1.988 -3.676 1.513
H 0.566 -2.615 1.770
H 1.365 -5.145 3.024
H -1.159 -5.085 3.451
H -0.574 -5.136 1.783
H -1.164 -3.611 2.456
H 1.850 -0.055 -2.374
H 1.199 -1.672 -1.822
H 1.609 -2.283 -3.920
H 1.628 -0.624 -4.546
H -0.144 -2.121 -5.489
H -0.801 -0.646 -4.754
H -0.907 -2.217 -3.928
Cd 1.857 -1.679 0.386

---

Record 6
Molecular formula: C31H43Cl2HfOP3S
Method: DFT, ωB97M-V/def2-TZVPD

## Properties
relative energy (zero: lowest compared OMol25 entry of this formula, charge and spin)	30.2	kcal/mol
frontier orbital gap	4.588	eV
energy	-3672.47162	hartree
charge	+2

CARTESIAN COORDINATES (ANGSTROEM)
P 1.552 0.540 -2.588
C 1.661 -0.107 -4.301
C 1.164 0.563 -5.431
H 0.632 1.510 -5.323
C 1.360 0.016 -6.706
H 0.993 0.555 -7.579
C 2.017 -1.207 -6.856
H 2.171 -1.629 -7.853
C 2.471 -1.901 -5.726
H 2.972 -2.863 -5.837
C 2.285 -1.363 -4.453
H 2.630 -1.904 -3.566
C 0.430 1.978 -2.796
C -0.955 1.705 -2.762
H -1.296 0.680 -2.579
C -1.873 2.728 -2.987
H -2.941 2.504 -2.985
C -1.429 4.036 -3.221
H -2.152 4.834 -3.403
C -0.059 4.317 -3.213
H 0.293 5.334 -3.382
C 0.871 3.296 -2.989
H 1.938 3.528 -2.973
C 3.184 1.354 -2.387
C 4.084 1.575 -3.443
H 3.856 1.214 -4.447
C 5.277 2.269 -3.206
H 5.960 2.453 -4.037
C 5.590 2.721 -1.922
H 6.517 3.270 -1.743
C 4.716 2.458 -0.858
H 4.963 2.797 0.149
C 3.528 1.762 -1.080
H 2.857 1.529 -0.245
Hf -0.668 -2.722 2.266
C -1.516 -0.835 3.352
C -1.426 0.394 2.819
H -2.037 -0.986 4.307
C -0.827 0.560 1.425
O 0.332 1.418 1.573
H 0.857 1.418 0.751
C -0.433 -0.776 0.927
H -1.561 1.015 0.737
C 0.132 -1.741 0.360
Cl -1.756 -3.768 4.138
Cl -0.225 -4.742 1.089
P -3.155 -2.967 1.142
C -4.007 -4.544 1.486
H -4.247 -4.606 2.553
H -3.344 -5.378 1.232
H -4.927 -4.606 0.889
C -4.501 -1.792 1.495
H -4.185 -0.777 1.223
H -4.725 -1.804 2.569
H -5.402 -2.065 0.924
C -3.162 -2.981 -0.677
H -2.474 -3.754 -1.037
H -2.816 -2.012 -1.053
H -4.178 -3.182 -1.040
P -1.904 1.926 3.691
C -2.980 1.525 5.056
C -2.728 2.962 2.486
H -2.461 0.866 5.763
H -3.888 1.020 4.703
H -3.259 2.459 5.564
H -2.074 3.133 1.623
H -2.987 3.921 2.949
H -3.645 2.470 2.141
C -0.375 2.655 4.265
H 0.081 1.988 5.005
H -0.574 3.635 4.716
H 0.306 2.737 3.411
H 0.711 -2.063 -0.503
C 2.634 -1.814 4.398
S 1.734 -2.921 3.275
C 1.946 -4.515 4.109
H 2.347 -0.777 4.193
H 3.707 -1.957 4.223
H 2.394 -2.074 5.431
H 2.616 -5.119 3.492
H 2.404 -4.352 5.089
H 0.984 -5.025 4.199